Computed, not measured: C41H50CrN3O5Si4Te2 as an isolated structure in a non-equilibrium geometry, with wB97M-V/def2-TZVPD.

Results
* Kohn-Sham gap (spin up / spin down): 0.216 / 0.159 Eh
* multiplicity: 4
* LUMO (spin up / spin down): 3.88 / 3.88 eV
* energy above the lowest of the compared OMol25 structures with the same formula, charge and spin: 330.2 kJ/mol
* HOMO energy (spin up / spin down): -0.07382 / -0.01610 Eh
* total energy: -4871.40765 Ha
* F_max: 5.10 eV Å⁻¹
* charge: -2

Geometry (Å):
1 Cr 0.186 -0.104 0.291
2 C 1.877 -0.419 4.228
3 C 1.718 -0.497 2.834
4 N 0.512 -0.488 2.280
5 C -0.645 -0.351 3.025
6 C -0.496 -0.339 4.434
7 C 0.777 -0.373 5.025
8 C -1.676 -0.143 5.191
9 C -2.899 0.057 4.551
10 C -3.080 -0.005 3.169
11 C -1.925 -0.287 2.385
12 N -1.826 -0.380 1.002
13 C -2.798 -0.642 0.094
14 C -4.066 -1.184 0.268
15 C -4.929 -1.267 -0.822
16 C -4.492 -0.785 -2.110
17 C -3.156 -0.456 -2.446
18 C -2.499 -0.166 -3.742
19 C -1.230 0.241 -3.819
20 C -0.517 0.381 -2.594
21 N -1.002 0.101 -1.395
22 C -2.329 -0.337 -1.307
23 H 2.901 -0.224 4.548
24 H 2.580 -0.539 2.157
25 H 0.793 -0.382 6.146
26 H -1.605 -0.042 6.260
27 H -3.793 0.342 5.130
28 H -4.084 0.028 2.674
29 H -4.365 -1.510 1.219
30 H -5.979 -1.495 -0.686
31 H -5.246 -0.708 -2.888
32 H -3.125 -0.180 -4.661
33 H -0.807 0.610 -4.772
34 H 0.565 0.570 -2.674
35 O 3.392 5.034 -0.243
36 C 2.799 3.995 0.021
37 C 1.453 3.844 0.604
38 O 0.732 4.826 1.108
39 C 1.069 2.476 0.466
40 C 2.164 1.687 -0.149
41 O 2.046 0.401 -0.410
42 C 3.320 2.578 -0.440
43 O 4.500 2.376 -0.709
44 O -0.050 1.925 0.805
45 C -3.264 10.014 5.559
46 C -2.821 9.039 4.511
47 C -1.618 9.127 3.780
48 C -1.156 8.012 3.047
49 C 0.124 8.045 2.275
50 C -1.933 6.780 3.133
51 Te -1.258 5.000 2.192
52 C -3.259 6.748 3.721
53 C -4.119 5.525 3.762
54 C -3.656 7.913 4.364
55 H -3.855 10.820 5.098
56 H -2.401 10.439 6.074
57 H -3.986 9.454 6.276
58 H -0.956 9.985 3.728
59 H 0.157 9.024 1.716
60 H 0.207 7.213 1.544
61 H 1.036 7.897 2.878
62 H -3.811 4.822 4.533
63 H -4.143 4.907 2.812
64 H -5.151 5.880 3.880
65 H -4.723 7.927 4.713
66 C -1.672 -4.362 -3.150
67 Si -0.029 -4.610 -3.921
68 C 0.233 -6.462 -4.431
69 C 0.086 -3.467 -5.399
70 Si 1.662 -3.987 -2.255
71 Te 0.335 -2.870 -0.457
72 Si 2.681 -5.826 -1.062
73 C 1.398 -6.842 -0.146
74 C 3.610 -6.911 -2.253
75 C 3.919 -5.203 0.190
76 Si 3.449 -2.683 -3.097
77 C 2.771 -1.531 -4.472
78 C 4.493 -4.008 -4.074
79 C 4.487 -1.745 -1.840
80 H -2.559 -4.587 -3.737
81 H -1.712 -3.367 -2.727
82 H -1.781 -5.061 -2.290
83 H -0.326 -6.776 -5.249
84 H -0.177 -7.016 -3.536
85 H 1.293 -6.759 -4.545
86 H -0.862 -3.586 -5.936
87 H 0.884 -3.631 -6.057
88 H 0.099 -2.400 -5.101
89 H 1.688 -7.004 0.936
90 H 1.374 -7.846 -0.621
91 H 0.453 -6.260 -0.149
92 H 4.522 -6.460 -2.611
93 H 3.059 -7.214 -3.207
94 H 3.803 -7.826 -1.816
95 H 4.556 -5.998 0.536
96 H 3.410 -4.775 1.063
97 H 4.596 -4.410 -0.203
98 H 1.870 -1.044 -4.123
99 H 2.469 -2.032 -5.374
100 H 3.533 -0.797 -4.795
101 H 3.796 -4.790 -4.425
102 H 5.366 -4.505 -3.553
103 H 4.809 -3.499 -4.991
104 H 5.559 -1.905 -2.088
105 H 4.428 -1.994 -0.795
106 H 4.245 -0.688 -1.876

Löwdin population analysis, charges in e, atoms 1 to 8: 0.463 -0.077 -0.121 -0.008 -0.128 -0.178 -0.055 -0.071